(i)
Computed, not measured: a single C10H8N2O molecule, with ωB97M-V/def2-TZVPD.

XYZ file:
```
21
Properties=species:S:1:pos:R:3
O 2.877 0.128 0.508
N 2.804 -1.243 0.934
N -2.314 0.076 0.932
C -0.465 -1.081 1.853
C -1.729 -0.519 1.986
C 0.073 1.153 -2.299
C 1.589 -1.689 0.815
C -1.981 1.265 -1.015
C 0.311 -0.964 0.829
C 0.642 0.390 -1.270
C -1.198 1.724 -2.055
C -0.101 -0.086 -0.195
C -1.384 0.350 -0.080
H -3.062 1.495 -0.953
H 0.752 1.675 -3.099
H -0.099 -1.720 2.707
H -1.533 2.338 -2.871
H 3.917 0.179 0.785
H -2.442 -0.754 2.861
H 1.586 0.081 -1.432
H 1.757 -2.796 1.059
```

- E_LUMO: -0.08 eV

---

(ii)
Computed, not measured: 2 unconnected molecules or ions with the total composition C10H8N2O, with ωB97M-V/def2-TZVPD.

XYZ file:
```
21
Properties=species:S:1:pos:R:3
O 2.276 -1.874 -1.965
N 2.898 -0.330 2.229
N 3.377 2.568 -0.312
C 0.345 -0.374 -0.234
C 2.412 -1.683 -0.782
C -2.441 -0.222 0.123
C 2.355 -0.328 1.219
C -1.849 0.573 -0.839
C -0.334 -1.225 0.720
C 2.742 3.281 0.342
C -1.696 -1.115 0.960
C 1.847 -0.340 -0.114
C -0.434 0.503 -1.022
H 2.119 0.578 -0.680
H -0.173 0.925 -1.948
H 2.872 -2.400 -0.006
H -2.186 -1.685 1.697
H -3.396 0.029 0.489
H 2.065 3.843 0.906
H -2.307 1.308 -1.323
H 0.288 -2.003 1.206
```

- E_LUMO: 0.41 eV

---

The most stable arrangement is (ii), and the next structure is 0.0305 hartree less stable.

---

(i)
Computed, not measured: 13 unconnected molecules or ions with the total composition C26H72F6NO16S2, with ωB97M-V/def2-TZVPD.

XYZ file:
```
123
Properties=species:S:1:pos:R:3
S -0.340 0.610 -0.989
S 1.921 -0.565 -1.052
F 4.201 -1.828 -0.817
F 2.580 -2.871 0.161
F 3.444 -1.061 1.036
F -1.364 2.886 -0.161
F 0.516 2.392 0.801
F -1.402 1.414 1.331
O -3.164 1.868 -5.607
O 2.048 6.570 -1.160
O 1.676 -1.229 -2.321
O 0.239 1.393 -2.041
O -1.621 0.041 -1.290
O -3.429 -0.869 -5.515
O -0.104 -1.378 2.304
O 1.185 5.761 2.177
O -4.515 6.430 -1.640
O 1.025 -4.183 2.285
O 2.603 0.703 -1.105
O -2.932 -2.683 1.370
O -5.531 4.549 3.429
O 2.737 -5.799 0.758
O 6.282 -4.660 1.474
O -0.412 -3.146 -0.139
N 0.629 -0.596 -0.199
C -3.606 -1.199 -4.144
C 2.051 -4.154 3.240
C -3.815 3.764 1.912
C -0.756 -3.643 -1.438
C -4.207 4.835 2.941
C 1.981 -5.421 4.143
C 0.924 0.444 3.573
C -0.667 -5.136 -1.414
C 0.919 4.944 3.321
C -0.630 1.903 0.357
C 4.035 -7.388 -0.471
C -3.966 -2.693 -4.072
C -2.415 5.352 -2.147
C 3.212 -7.185 0.798
C -2.215 2.465 -4.679
C 1.945 3.848 3.503
C -0.202 -0.561 3.464
C 1.539 5.069 -2.990
C -3.524 -1.397 1.224
C 3.094 -1.685 -0.089
C 6.277 -3.255 1.249
C 7.566 -2.611 1.700
C -0.802 2.167 -5.052
C -4.786 -1.240 2.065
C 1.328 5.376 -1.520
C -3.839 5.574 -2.560
H -3.591 -3.266 0.979
H -3.628 -1.265 0.135
H -5.198 -0.254 1.824
H -3.248 -3.396 -4.490
H 2.308 -7.694 1.119
H 4.947 -6.791 -0.420
H 1.444 3.982 -3.074
H -0.179 -2.201 -0.230
H -3.696 6.115 -3.505
H 3.462 -5.300 0.366
H -4.426 4.672 -2.695
H -0.112 2.825 -4.517
H -1.715 -3.193 -1.708
H -2.245 4.866 -1.185
H -2.458 3.527 -4.799
H 0.288 5.666 -1.311
H -4.017 4.125 0.903
H -1.832 6.281 -2.156
H -4.168 2.742 2.028
H -0.415 1.166 -4.857
H 0.954 1.158 2.755
H -4.255 5.835 2.498
H -0.066 4.498 3.164
H 0.217 -0.911 1.505
H -4.450 -0.618 -3.756
H -2.729 3.664 2.030
H 8.421 -3.180 1.308
H 1.540 4.545 -0.845
H -3.121 2.335 -6.445
H -2.546 2.211 -3.673
H 2.987 4.194 3.443
H 3.444 -7.101 -1.341
H 2.545 6.343 -0.369
H 3.045 -4.051 2.801
H 1.007 -5.606 4.583
H 2.772 -5.402 4.899
H 1.660 6.509 2.555
H 0.364 -5.487 -1.378
H 2.251 -6.216 3.440
H 6.087 -2.950 0.216
H -1.831 4.774 -2.871
H 4.390 -8.412 -0.618
H 1.827 3.287 4.427
H 0.901 5.610 -3.688
H 1.282 -4.795 1.574
H 1.918 -0.016 3.554
H -0.627 2.340 -6.118
H -5.494 -2.062 2.031
H 0.030 -3.289 -2.116
H 7.774 -1.576 1.429
H 2.555 5.313 -3.309
H -3.519 4.929 3.778
H -1.004 -5.566 -2.368
H -2.796 -0.625 1.474
H 1.735 -3.370 3.936
H -2.682 -1.048 -3.576
H -6.147 4.672 2.703
H -4.101 -2.892 -3.004
H 0.921 5.513 4.258
H 0.911 0.993 4.518
H -3.281 0.102 -5.529
H 5.425 -2.828 1.779
H 7.768 -2.714 2.771
H -0.380 -1.258 4.282
H 3.946 -7.156 1.614
H -1.365 -5.535 -0.676
H -3.928 7.118 -1.317
H -4.382 -1.105 3.073
H 2.023 3.232 2.603
H -4.913 -2.877 -4.584
H 6.836 -5.037 0.782
H -1.156 -0.021 3.391
```

- E_LUMO: 2.15 eV
- Total charge: -1

---

(ii)
Computed, not measured: a molecular structure, C26H72F6NO16S2, with ωB97M-V/def2-TZVPD.

XYZ file:
```
123
Properties=species:S:1:pos:R:3
S -0.073 0.752 -0.887
S -0.409 -0.277 1.620
F 1.424 -1.205 -1.729
F -0.280 -0.807 -3.108
F 1.424 0.499 -3.076
F 1.869 -1.472 1.118
F 0.302 -2.769 2.017
F 1.393 -1.344 3.212
O 0.077 1.022 2.029
O 1.129 5.237 3.068
O -2.778 4.804 -3.991
O -2.447 -2.524 -0.291
O -1.047 1.606 -1.568
O -1.401 0.042 -8.573
O 4.260 1.478 -0.560
O -3.874 -1.960 2.559
O 1.855 2.606 3.390
O 1.079 1.386 -0.315
O -3.523 0.304 0.164
O 1.926 -5.765 2.391
O -4.874 -0.943 -2.167
O 3.735 0.580 -6.311
O 3.271 -1.736 8.440
O -1.580 -0.731 2.356
N -0.822 -0.390 -0.052
C 5.403 3.046 -2.022
C 2.919 -1.652 7.065
C -3.531 2.043 1.883
C 3.285 1.250 4.773
C -2.091 -0.256 -7.364
C 2.840 -5.642 3.489
C -1.936 -3.827 -0.100
C -2.982 -4.960 -0.134
C 0.361 4.651 0.911
C -1.668 4.317 -3.215
C -1.132 -0.157 -6.181
C 0.666 -0.301 -2.330
C -4.752 -1.693 -3.399
C -3.932 1.610 0.466
C -0.912 3.306 -4.067
C -3.658 -2.726 -3.299
C 2.077 2.180 4.750
C 2.634 -2.976 6.416
C 0.034 5.406 2.163
C 0.906 -1.613 2.006
C -3.614 -2.906 3.570
C -3.387 -2.268 4.967
C 3.618 1.872 -5.715
C 3.593 -4.351 3.237
C 2.193 2.359 -5.896
C 4.087 2.584 -1.439
H -0.135 2.817 -3.475
H 1.315 4.975 0.492
H 6.074 2.229 -2.289
H 3.745 -1.060 6.653
H -0.773 0.851 -5.972
H 2.020 -3.519 7.137
H -0.884 5.034 2.629
H 2.948 0.308 4.339
H 2.117 -2.903 5.459
H -3.508 2.407 -0.160
H -1.995 -0.088 -9.316
H -2.699 -3.507 3.454
H -4.303 -1.771 5.288
H -2.400 -1.298 -7.501
H 2.088 3.382 -5.527
H -5.714 -2.206 -3.486
H -2.556 -5.886 0.264
H 4.145 2.507 -6.441
H 3.721 1.104 5.761
H -0.358 4.828 0.103
H 1.357 -6.536 2.431
H -0.146 6.459 1.946
H 4.307 -4.173 4.049
H -1.130 -3.987 -0.825
H -0.491 3.642 -5.017
H 3.491 3.372 -0.976
H 3.092 0.493 -7.016
H 4.051 1.645 4.103
H -4.579 -1.069 -4.279
H 2.038 2.452 -6.977
H -1.501 2.438 -4.375
H -2.481 5.411 -4.672
H -4.009 -3.467 -2.575
H -1.536 -3.813 0.917
H -5.202 -0.085 -2.454
H -4.394 -3.671 3.579
H 1.216 1.991 2.989
H -5.013 1.729 0.364
H -1.723 -0.417 -5.299
H 1.261 1.564 5.129
H -2.545 0.294 0.188
H 3.484 1.303 -0.020
H -2.452 -1.715 4.971
H -1.739 -1.851 -0.254
H -3.892 1.317 2.615
H 2.971 -3.465 3.354
H -2.972 0.364 -7.183
H 3.459 2.095 -2.195
H 0.386 3.570 1.047
H 2.283 -5.720 4.427
H -1.067 5.129 -2.805
H 5.230 3.626 -2.931
H -0.272 -0.817 -6.277
H 1.330 4.296 3.231
H -2.155 3.765 -2.414
H -3.011 -1.475 2.540
H 1.345 1.761 -5.562
H 3.533 -3.542 6.158
H 3.484 -6.527 3.456
H -2.747 -2.411 -2.791
H 4.179 -2.050 8.449
H 2.049 -1.048 6.792
H -4.055 2.963 2.151
H 4.050 2.124 -4.749
H -2.442 2.067 1.911
H -3.544 -3.237 -4.255
H 5.938 3.707 -1.338
H -3.293 -5.173 -1.155
H 4.185 -4.404 2.328
H -3.319 -3.095 5.684
H 2.284 3.070 5.341
H -3.802 -4.794 0.563
```

- E_LUMO: 2.13 eV
- Total charge: -1

---

The most stable arrangement is (ii), and the next structure is 0.0112 hartree less stable.